The following is a quantum chemistry calculation of 2 unconnected molecules or ions with the total composition C12H27N5O4Si, from OMol25.

Each line ends with the Löwdin charge.
Cartesian coordinates (Å):
1 C 4.843988 -2.439508 0.669729  -0.10
2 C 4.728384 -0.944788 0.916517  -0.25
3 C 3.388216 -0.448805 0.400230  -0.18
4 C 3.232608 1.067100 0.378712  -0.30
5 C 3.327377 1.732590 1.742528  -0.02
6 N 1.947509 1.401720 -0.265971  -0.03
7 C 1.667615 1.889009 -1.465801  -0.06
8 N 0.364001 1.990343 -1.711795  0.18
9 C -0.217277 1.526127 -0.593614  -0.33
10 N -1.523050 1.418561 -0.383898  0.10
11 C -2.514674 1.784807 -1.383320  -0.14
12 C -3.766746 2.241107 -0.651664  -0.23
13 O -4.069684 1.346224 0.401403  -0.23
14 Si -5.100509 0.028884 0.241315  0.41
15 C -4.313277 -1.348754 1.230289  -0.15
16 C -6.767704 0.446505 0.957636  -0.16
17 C -5.344994 -0.469273 -1.538549  -0.16
18 N 0.727770 1.165734 0.307036  0.20
19 H 4.726849 -2.649505 -0.393053  0.06
20 H 4.059211 -2.989730 1.195501  0.08
21 H 5.814328 -2.818840 0.975304  0.07
22 H 5.525379 -0.442839 0.362399  0.13
23 H 4.830919 -0.735282 1.983126  0.10
24 H 2.567162 -0.879878 0.987262  0.12
25 H 3.255966 -0.802254 -0.625705  0.13
26 H 3.975299 1.503766 -0.288006  0.16
27 H 3.424629 2.813329 1.657810  0.09
28 H 4.216745 1.362910 2.245097  0.08
29 H 2.471079 1.503245 2.378484  0.08
30 H 2.452858 2.159252 -2.153105  0.16
31 H -1.870933 1.029313 0.479201  0.14
32 H -2.734191 0.934072 -2.029928  0.12
33 H -2.120073 2.576288 -2.016454  0.13
34 H -4.590740 2.346021 -1.360528  0.12
35 H -3.594659 3.224642 -0.212800  0.13
36 H -3.234366 -1.194927 1.295219  0.02
37 H -4.692887 -1.320018 2.252481  0.04
38 H -4.497694 -2.331717 0.801297  0.04
39 H -7.329885 -0.484335 1.060621  0.04
40 H -7.332111 1.092742 0.283809  0.03
41 H -6.685809 0.925307 1.932056  0.04
42 H -4.431932 -0.769048 -2.053445  0.03
43 H -6.001282 -1.343184 -1.523750  0.04
44 H -5.851571 0.293343 -2.130413  0.04
45 H 0.643883 0.775034 1.230537  0.18
46 N 6.603781 -4.048066 -1.399233  -0.66
47 O 7.454430 -3.664231 -0.568242  -0.10
48 O 6.135044 -3.229312 -2.228852  -0.12
49 O 6.201018 -5.223679 -1.387471  -0.07

Atoms 1-6, force components in eV/Å:
C -0.1950 -0.1323 0.0304
C -0.1236 -0.2072 -0.1388
C -0.2446 0.1282 -0.1131
C 0.0364 -0.1547 0.2254
C 0.1116 0.0986 -0.0616
N -0.3241 0.4306 -0.4268

As for the HOMO energy: -6.167 eV. The LUMO energy is -0.84 eV. The energy above the lowest of the compared OMol25 structures with the same formula, charge and spin is 0.0 kcal/mol. The gap between HOMO and LUMO is 5.3 eV.



The following is a quantum chemistry calculation of a molecular structure, C20H28LuNO2S, from OMol25.

Each line ends with the Löwdin charge.
Cartesian coordinates (Å):
1 O 0.273596 -0.087951 -2.538585  -0.13
2 C 0.373803 1.166297 -3.306711  -0.15
3 C 0.305228 0.541839 -4.697193  -0.07
4 H 1.349638 1.660177 -3.122218  0.14
5 H -0.466956 1.816583 -3.056118  0.12
6 C 0.306935 -0.724304 -3.871059  -0.58
7 H 1.198353 0.693813 -5.283697  0.12
8 H -0.629273 0.639529 -5.212269  0.11
9 C 1.611867 -1.468172 -4.103195  -0.01
10 H 2.459788 -0.838162 -3.824152  0.10
11 H 1.681604 -1.685195 -5.186115  0.10
12 H 1.614142 -2.410505 -3.547747  0.09
13 C -0.937507 -1.567845 -4.102732  -0.01
14 H -1.854973 -0.996468 -3.900100  0.09
15 H -0.904591 -2.512210 -3.548852  0.09
16 H -0.933794 -1.806702 -5.172000  0.09
17 Lu -0.405944 -0.842184 2.278439  1.44
18 C -2.368049 -0.988871 3.622113  -0.23
19 C -1.979843 0.397700 3.697439  -0.20
20 C -2.174951 0.951254 2.393786  -0.21
21 H -1.747063 0.963498 4.593522  0.10
22 C -2.657781 -0.073914 1.514125  -0.20
23 C -2.807599 -1.259038 2.296142  -0.22
24 H -3.192114 -2.207702 1.920419  0.11
25 H -2.363183 -1.672303 4.475030  0.12
26 H -2.047074 1.988737 2.142688  0.09
27 H -2.956972 0.081875 0.471956  0.11
28 C 0.931016 -2.185941 3.771100  -0.22
29 C 0.225621 -3.064214 2.884436  -0.24
30 C 0.769972 -2.900804 1.567449  -0.21
31 H -0.547416 -3.787880 3.171573  0.11
32 C 1.792567 -1.900735 1.636420  -0.20
33 C 1.932254 -1.495843 3.001919  -0.24
34 H 2.769468 -0.915599 3.394731  0.10
35 H 0.837727 -2.167387 4.854470  0.12
36 H 0.464884 -3.452056 0.679423  0.10
37 H 2.444248 -1.584818 0.827038  0.11
38 O 1.684582 1.758382 0.101733  -0.18
39 C 0.447584 1.000978 -0.192749  -0.21
40 C -0.667911 1.991560 -0.380030  -0.18
41 H 0.278642 0.120692 0.495331  0.05
42 H 0.786335 0.502767 -1.106904  0.08
43 C 0.140215 3.132154 -0.958107  -0.17
44 H -1.135155 2.355272 0.564804  0.09
45 H -1.519586 1.623608 -0.968716  0.12
46 C 1.281343 3.181439 0.075594  -0.16
47 H -0.461569 3.992208 -1.311127  0.13
48 H 0.626924 2.706266 -1.841133  0.06
49 H 0.981104 3.528553 1.089456  0.10
50 H 2.163187 3.782503 -0.234612  0.13
51 S 1.187195 1.337960 3.151605  0.58
52 C 0.988304 1.336015 4.807758  -0.87
53 N 0.851158 1.345134 5.985629  0.02

Atoms 1-6, force components in eV/Å:
O -0.1171 0.0908 -3.4526
C 0.0829 1.0541 0.3041
C -0.0090 -0.0493 1.6138
H -0.5986 -0.2501 -0.0083
H 0.2503 -0.0186 -0.0983
C 0.0981 -2.0154 -0.3628

As for the HOMO energy: -7.593 eV. The LUMO energy is 0.04 eV. The energy above the lowest of the compared OMol25 structures with the same formula, charge and spin is 67.3 kcal/mol. The gap between HOMO and LUMO is 7.6 eV.



The following is a quantum chemistry calculation of a single C4H7N3 molecule, from OMol25.

Each line ends with the Löwdin charge.
Cartesian coordinates (Å):
1 C -0.062947 0.558405 1.740543  -0.11
2 C 0.481444 0.598092 -1.613572  -0.13
3 C 0.102726 -0.689482 -1.562522  -0.04
4 C -0.522333 -0.907141 -0.208338  -0.36
5 H -0.538224 1.435546 2.197459  0.07
6 H 1.114382 0.563423 1.776394  0.12
7 H -0.413819 -0.303366 2.421699  0.10
8 H 0.118480 2.289845 -0.279531  0.20
9 H 0.935570 1.128673 -2.454590  0.12
10 H 0.418230 -1.427087 -2.374850  0.12
11 H -0.517969 -2.843905 -0.092452  0.04
12 N -0.516323 0.402727 0.404117  -0.16
13 N 0.288702 1.213547 -0.390658  -0.04
14 N -0.887917 -2.019277 0.436301  0.06

Atoms 1-6, force components in eV/Å:
C 1.0363 -1.7397 2.9404
C 0.1694 0.4318 0.3713
C 0.1022 -0.9976 -0.2555
C 0.5886 -2.0979 0.4634
H 0.5773 0.1297 -0.1822
H -2.2585 0.2380 0.0851

As for the HOMO energy: -7.842 eV. The LUMO energy is 0.84 eV. The energy above the lowest of the compared OMol25 structures with the same formula, charge and spin is 50.7 kcal/mol. The gap between HOMO and LUMO is 8.7 eV.